Computed, not measured: a structure of composition C21H32GeN5O3PbS2Se, with ωB97M-V/def2-TZVPD.

Its electronic energy is -6786.63643 Ha. Its HOMO energy is -4.5 eV. The charge is -1. The calculation puts the energy above the lowest of the compared OMol25 structures with the same formula, charge and spin at 5.5 kcal per mole. Its frontier orbital gap is 0.262 hartree. Its LUMO energy is 2.61 eV.

Geometry (Å):
H: -0.475 -5.182 2.080
C: -1.800 0.492 3.238
H: -0.312 3.089 -3.474
C: 3.514 -0.894 1.338
C: 2.258 -0.933 -4.020
H: -3.693 -0.228 4.867
H: -6.081 -0.652 4.395
C: -5.393 -0.436 3.587
H: -2.644 1.372 -0.456
H: -3.324 3.459 0.364
H: 2.382 -1.265 -5.053
C: -1.753 -4.029 0.804
C: 0.525 -3.333 1.614
H: -1.266 -4.355 -0.119
C: -2.668 3.454 -0.496
H: -2.597 -4.706 0.995
O: 1.396 -3.905 0.941
C: -3.571 0.102 1.470
N: -0.799 0.687 2.473
C: -1.510 2.052 -2.036
C: -2.193 4.593 -1.068
S: 1.043 2.014 0.536
C: -4.057 -0.205 3.844
H: 1.497 -0.154 -3.984
C: 5.337 -1.657 -3.535
H: 3.135 -1.621 2.051
H: -1.686 0.771 4.289
H: -6.886 -0.533 2.039
H: -2.860 -2.531 -0.112
H: 1.898 -1.774 -3.422
H: 3.111 0.091 1.562
N: -2.181 -2.639 0.630
C: -3.133 0.071 2.827
H: 2.880 2.851 2.296
H: 3.190 0.985 -1.164
C: 4.536 1.360 -4.155
O: 0.534 -2.122 2.012
H: 4.663 1.205 -5.229
H: 5.378 -1.956 -4.584
H: -2.589 -2.269 1.482
H: 4.758 0.193 -0.915
N: 0.260 1.326 3.084
C: -0.747 -4.136 1.943
C: 3.763 0.077 -1.351
N: 2.100 2.630 2.890
O: -2.774 0.299 0.464
S: -1.122 0.480 -2.525
H: 5.491 1.689 -3.740
C: -1.325 4.462 -2.171
C: 1.080 1.925 2.283
H: -2.457 5.562 -0.672
H: 2.318 2.345 3.832
N: -2.345 2.240 -0.979
Pb: -0.295 -0.404 0.256
H: -1.191 -3.744 2.862
H: -0.903 5.349 -2.628
Se: 2.884 -1.424 -0.420
Ge: 3.943 -0.297 -3.264
H: 3.803 2.155 -4.000
C: -5.838 -0.370 2.265
H: 4.602 -0.868 1.327
H: 6.316 -1.272 -3.243
C: -0.996 3.225 -2.649
H: 5.118 -2.538 -2.929
H: -5.295 -0.068 0.211
C: -4.955 -0.104 1.240

Computed, not measured: a cluster of 2 separate species, CH3NOS in total, with ωB97M-V/def2-TZVPD.

Its electronic energy is -568.01920 Ha. Its HOMO energy is -9.1 eV. The calculation puts the energy above the lowest of the compared OMol25 structures with the same formula, charge and spin at 51.2 kcal per mole. Its frontier orbital gap is 0.351 hartree. Its LUMO energy is 0.42 eV.

Geometry (Å):
N: 1.022 -0.345 -2.138
H: 0.012 -0.178 -2.282
S: 0.840 -0.476 -0.378
O: -2.036 -1.149 1.279
C: -1.266 -0.455 1.762
H: 1.234 1.007 0.073
H: 1.157 -1.348 -2.270

Computed, not measured: an isolated molecule of C17H28O3, with ωB97M-V/def2-TZVPD.

The SMILES is CCCCCCC[C@@H]1CC(=O)C=C(C)[C@H]1C(=O)OCC. Its electronic energy is -890.30728 Ha. Its HOMO energy is -9.3 eV. The calculation puts the energy above the lowest of the compared OMol25 structures with the same formula, charge and spin at 2.7 kcal per mole. Its frontier orbital gap is 0.362 hartree. Its LUMO energy is 0.53 eV.

Geometry (Å):
H: -2.941 -1.474 -2.834
C: 5.266 2.714 1.646
H: 3.586 2.847 -2.681
C: 3.462 2.234 -1.785
H: -2.060 0.316 0.836
C: 1.964 2.090 -1.484
H: 6.278 2.766 1.249
C: 4.272 2.889 -0.665
H: -0.314 -2.825 -0.335
H: 4.944 3.725 1.887
C: 0.078 0.609 -0.698
H: -0.205 1.441 -0.046
C: -2.296 -1.395 -1.970
H: -4.148 -3.915 1.502
H: 1.393 2.282 -2.395
H: 1.667 2.844 -0.752
O: -0.575 -2.421 -3.191
H: -3.043 -2.832 3.441
H: -5.174 -4.028 2.937
C: -4.084 -0.189 -0.746
H: -4.009 0.899 -0.756
C: 4.323 2.082 0.629
H: 3.883 1.250 -2.006
C: -4.744 -3.345 2.211
O: -1.644 -2.769 1.508
H: 5.288 2.132 2.564
H: 1.858 -0.033 -1.731
C: -0.081 -1.922 -0.905
H: -4.720 -0.500 -1.570
C: 1.578 0.701 -0.975
H: -4.546 -0.474 0.198
C: -0.341 -0.702 -0.021
O: -3.323 -1.374 2.010
H: -0.469 0.724 -1.637
H: 0.239 -0.816 0.902
H: -4.446 -1.737 3.640
H: 2.127 0.470 -0.062
H: 3.324 2.020 1.065
C: -2.721 -0.785 -0.860
H: 3.856 3.878 -0.454
H: 0.967 -1.984 -1.199
C: -1.831 -0.638 0.349
H: -5.548 -2.844 1.676
C: -2.225 -1.731 1.339
H: 4.659 1.066 0.408
H: 5.294 3.035 -1.023
C: -0.949 -1.951 -2.138
C: -3.868 -2.328 2.927

Computed, not measured: an isolated molecule of C5H11NO, with ωB97M-V/def2-TZVPD.

The SMILES is NCCCCC=O. Its electronic energy is -327.06339 Ha. Its HOMO energy is -9.1 eV. The calculation puts the energy above the lowest of the compared OMol25 structures with the same formula, charge and spin at 42.6 kcal per mole. Its frontier orbital gap is 0.370 hartree. Its LUMO energy is 0.99 eV.

Geometry (Å):
O: -0.476 -1.669 2.701
N: 1.977 -0.525 -2.195
H: 2.705 -0.934 -1.635
H: 0.792 1.183 -2.057
C: -0.925 -0.574 2.524
H: -0.006 -1.272 -0.351
C: 1.169 0.412 -1.432
H: -1.001 0.187 3.334
H: 1.782 0.911 -0.671
C: -1.653 -0.043 1.283
H: -2.330 -0.801 0.902
H: 2.333 -0.230 -3.088
H: -0.885 1.562 -0.117
C: -0.019 -0.270 -0.774
H: 0.169 0.907 1.055
H: -2.200 0.797 1.712
C: -0.625 0.612 0.347
H: -0.807 -0.253 -1.537

Computed, not measured: a structure of composition C19H10Cl4FeN5O6S2, with ωB97M-V/def2-TZVPD.

Its electronic energy is -5356.30404 Ha. Its spin multiplicity is 5. Its HOMO energy (alpha / beta) is -4.1 / -4.2 eV. The charge is -1. Its frontier orbital gap (alpha / beta) is 0.203 / 0.206 hartree. Its LUMO energy (alpha / beta) is 1.44 / 1.44 eV.

Geometry (Å):
O: -0.897 0.653 1.096
Cl: -0.180 -7.189 2.193
C: -0.274 -5.769 1.201
H: 0.472 0.845 2.591
H: 5.071 1.917 -0.149
C: 4.163 1.603 0.334
C: 2.102 -1.395 -2.725
H: -4.017 5.763 0.034
N: 1.188 -2.290 -3.102
H: 1.126 -2.582 -4.059
C: 4.024 0.097 -2.433
O: -4.861 3.147 2.731
N: 2.163 0.522 0.750
O: 0.783 -2.273 1.233
H: -2.214 5.482 -1.667
C: -3.586 3.883 0.952
H: 4.918 0.684 -2.534
O: -0.480 -2.341 -1.075
H: 0.415 -2.464 -2.434
C: 2.285 1.218 1.843
C: -0.962 1.339 0.043
C: -0.908 -5.817 -0.024
C: -1.614 3.562 -0.915
C: 3.166 0.026 -1.391
Cl: -1.617 -7.293 -0.599
C: -0.982 -4.656 -0.808
H: -2.985 1.978 1.747
S: 3.729 2.185 1.903
Cl: -1.751 -4.684 -2.369
C: 0.248 -3.408 0.883
N: 1.397 1.173 2.860
S: 3.471 -0.938 -3.708
C: -2.821 2.734 0.993
Cl: 1.119 -4.494 3.176
C: 3.220 0.742 -0.109
N: -4.655 4.062 1.959
O: -0.338 1.047 -1.005
C: 0.302 -4.570 1.646
O: -5.323 5.080 1.899
N: 2.086 -0.807 -1.558
Fe: 0.459 -0.793 -0.052
C: -2.388 4.715 -0.924
H: -0.843 3.402 -1.657
H: 1.437 1.897 3.555
C: -0.434 -3.455 -0.382
C: -1.824 2.575 0.041
C: -3.392 4.884 0.015

Which maximum force belongs to each record? In order, 1.33 4.10 0.56 2.38 0.73 eV/A.